1.
The following is a quantum chemistry calculation of a structure of composition C21H31GaIO21 at a distorted geometry, from the OMol25 dataset.

```
75
Properties=species:S:1:pos:R:3:forces:R:3:mulliken_charge:R:1
Ga 1.562130 -4.053507 0.878361 0.24 -0.46 -0.03 0.6655
I 2.522354 -1.684404 0.256648 3.59 -6.58 -1.05 -0.2321
H 0.154148 -4.256750 0.113063 -0.12 0.20 -0.01 -0.3980
H 1.421338 -4.272782 2.471460 -0.19 0.22 -0.04 -0.3534
H 2.562429 -5.208253 0.340782 0.04 0.05 -0.08 -0.3106
C -1.930801 1.645297 0.044233 -0.25 -0.02 0.26 -0.2997
C -1.349534 2.245206 -1.212291 -0.10 0.36 -0.25 -0.1626
O -0.037191 1.705368 -1.249131 -0.28 0.06 0.22 -0.2878
C -0.051366 0.541630 -0.521412 0.54 -0.46 0.03 0.4247
O 0.840297 -0.241116 -0.482842 -3.75 3.02 -1.77 -0.3676
O -1.231250 0.412080 0.157863 -0.03 0.33 -0.21 -0.2878
H -3.004635 1.475725 -0.028311 0.05 -0.18 0.02 0.3392
H -1.725713 2.253163 0.930105 0.06 0.03 -0.04 0.1779
H -1.887909 1.930321 -2.111234 -0.08 -0.01 0.06 0.0435
H -1.319278 3.334403 -1.180447 0.16 -0.03 -0.03 0.3268
C 0.549247 0.657951 4.834965 0.04 -0.06 0.27 -0.0221
C -0.302696 1.365162 3.804709 -0.36 0.16 -0.06 -0.4845
O 0.520431 1.350466 2.647664 -0.10 -0.16 0.30 -0.2535
C 1.408619 0.301146 2.789039 0.59 -0.19 -0.38 0.4536
O 2.115807 -0.108357 1.929272 -0.50 3.45 3.31 -0.4658
O 1.340637 -0.218172 4.053839 -0.37 0.19 -0.06 -0.2725
H -0.046784 0.098163 5.555441 0.11 -0.13 -0.06 -0.0396
H 1.208738 1.344659 5.374789 -0.05 0.05 -0.02 0.2595
H -1.229342 0.823303 3.589499 0.03 -0.05 0.05 0.2854
H -0.548652 2.387734 4.091854 0.09 0.04 -0.14 0.3984
C -0.768837 2.170924 -4.840146 0.05 -0.24 0.49 -0.0030
C -1.368807 3.473943 -5.287859 -0.06 0.44 0.09 0.0816
O -0.583888 3.804804 -6.439059 0.22 -0.33 0.00 -0.3910
C -0.066530 2.644584 -6.923740 0.13 -0.07 -0.12 0.5324
O 0.494070 2.545235 -7.967934 -0.06 0.02 0.03 -0.5474
O -0.276002 1.615892 -6.063224 -0.02 0.40 -0.19 -0.4045
H -1.500366 1.512085 -4.380818 0.04 -0.12 -0.21 0.1993
H 0.068085 2.309268 -4.151223 0.02 -0.02 -0.05 0.1704
H -2.403569 3.375426 -5.588638 0.11 -0.02 -0.15 0.0861
H -1.293391 4.251920 -4.529175 0.13 0.09 -0.14 0.3131
C 2.525416 -1.927545 -5.300416 0.02 -0.02 -0.39 -0.3568
C 1.437793 -2.324397 -4.332894 -0.27 -0.20 0.00 -0.2555
O 2.038808 -2.092557 -3.065900 0.16 0.15 -0.45 -0.2164
C 3.022264 -1.173425 -3.233870 0.08 0.10 0.59 0.5262
O 3.608329 -0.635049 -2.358844 0.24 0.32 -0.84 -0.4019
O 3.249368 -0.943971 -4.571107 -0.15 -0.11 0.06 -0.3667
H 2.133181 -1.512195 -6.228033 0.10 0.16 0.06 0.3081
H 3.196366 -2.757577 -5.538244 -0.03 -0.03 0.05 0.2606
H 0.548146 -1.694315 -4.423054 0.04 0.02 -0.04 0.1399
H 1.143992 -3.367683 -4.435654 0.04 0.00 0.22 0.3043
C -1.420479 -1.120322 8.438546 0.39 -0.21 -0.11 -0.2928
C -2.159303 -0.131724 7.572703 0.15 0.14 -0.41 -0.1696
O -3.472147 -0.142878 8.131788 0.16 -0.13 0.26 -0.3449
C -3.364011 -0.558695 9.421935 -0.17 -0.01 0.18 0.5872
O -4.246759 -0.520098 10.215339 0.04 0.01 -0.04 -0.5153
O -2.114130 -1.021774 9.684011 -0.24 0.18 -0.19 -0.3324
H -0.368325 -0.870631 8.557930 -0.06 0.00 0.20 0.2975
H -1.501047 -2.144097 8.068402 -0.04 0.03 -0.01 0.2807
H -1.750895 0.879231 7.648695 -0.01 -0.02 0.05 0.2375
H -2.180405 -0.427650 6.525634 -0.22 -0.01 0.04 0.2720
C 6.511630 -5.632720 1.384465 0.01 -0.32 -0.18 -0.3259
C 7.328247 -4.444567 1.836057 0.30 0.11 -0.03 -0.3293
O 6.358336 -3.413745 1.938320 0.01 -0.31 -0.03 -0.2910
C 5.136354 -4.012205 2.122302 -0.58 0.20 -0.01 0.4147
O 4.146847 -3.439728 2.403106 0.47 -0.14 0.54 -0.3808
O 5.230139 -5.363372 1.931025 0.38 0.20 0.08 -0.2432
H 6.901911 -6.577827 1.761561 -0.16 -0.01 0.07 0.2633
H 6.426549 -5.692036 0.296245 0.02 0.06 0.01 0.2659
H 7.785141 -4.601175 2.818379 -0.02 -0.06 -0.01 0.2543
H 8.106293 -4.174101 1.122891 -0.09 0.15 0.00 0.2726
C -5.781673 4.958361 -3.607138 -0.13 0.42 0.12 -0.3039
C -6.781027 3.891856 -3.978743 -0.44 0.05 0.04 -0.3486
O -5.976590 2.938679 -4.673271 0.27 0.18 0.12 -0.3309
C -4.697974 3.098777 -4.253144 0.02 -0.25 0.01 0.5836
O -3.806289 2.355263 -4.510727 -0.47 -0.09 0.28 -0.4867
O -4.564418 4.219715 -3.498548 -0.11 -0.23 -0.16 -0.2774
H -6.022086 5.451428 -2.667632 0.20 -0.08 0.05 0.2858
H -5.667006 5.715500 -4.385657 0.01 -0.05 -0.02 0.2703
H -7.224599 3.409732 -3.105036 0.06 -0.01 0.00 0.2752
H -7.577732 4.267003 -4.617523 0.09 -0.15 -0.13 0.2964
```
Forces are in eV/Å.

## Properties
multiplicity	1
net charge	-1


2.
The following is a quantum chemistry calculation of the ion C2H3N2S2 with charge +1 at a distorted geometry, from the OMol25 dataset.

```
9
Properties=species:S:1:pos:R:3:forces:R:3:nbo_charge:R:1
C 0.530565 0.691140 0.020508 -0.38 0.71 -0.50 0.2356
C -1.555046 -0.381721 -0.104361 0.27 0.64 0.68 -0.0110
N -0.231709 -0.511973 -0.112920 -2.10 3.15 0.87 -0.5666
N 1.816102 0.574424 0.134610 1.95 -1.88 0.10 -0.7279
S -3.094835 -1.131587 0.032781 1.08 0.28 -0.37 0.3788
S -2.531315 0.979811 0.052902 0.25 -0.42 -0.02 0.4441
H 0.127748 -1.355291 -0.336463 1.63 -3.74 -0.64 0.4138
H 2.505128 -0.230592 0.283706 -1.94 0.42 -0.40 0.4038
H 2.433366 1.365792 0.029237 -0.75 0.85 0.27 0.4295
```
Forces are in eV/Å.

## Properties
multiplicity	1
net charge	+1
energy relative to the best compared isomer or geometry (same formula, charge and spin)	59.0	kcal/mol


3.
The following is a quantum chemistry calculation of a structure of composition C18H13AgF6N2O4S2 at a distorted geometry, from the OMol25 dataset.

```
46
Properties=species:S:1:pos:R:3:forces:R:3:nbo_charge:R:1
Ag 0.794804 0.820928 0.796226 0.68 1.38 -0.73 0.7120
F -0.548165 -2.557202 4.842087 -0.04 0.08 0.02 -0.3190
C -0.952367 -1.296510 4.672414 -0.07 -0.01 -0.01 0.6965
F -2.282933 -1.266458 4.899827 0.06 0.00 0.00 -0.3402
F -0.370267 -0.547571 5.620840 -0.01 -0.01 -0.05 -0.3292
S -0.597369 -0.651021 2.968429 0.29 -0.75 0.42 2.2499
O -1.157326 0.660239 3.037420 0.12 0.13 0.12 -0.9098
O -1.203595 -1.627779 2.104415 -0.13 0.03 -0.05 -0.9487
N 0.997558 -0.694515 2.940522 -0.48 -0.59 -0.53 -1.2102
S 1.674052 -1.991661 2.233510 -0.12 0.39 0.82 2.2419
O 1.769697 -1.945574 0.808400 -0.02 -0.03 -0.07 -0.9087
O 1.331686 -3.241364 2.858486 0.12 -0.11 -0.03 -0.9497
C 3.387822 -1.638136 2.832407 -0.03 0.04 -0.07 0.7169
F 3.857179 -0.485093 2.372483 0.00 -0.07 0.05 -0.3021
F 4.195996 -2.625103 2.393871 -0.03 0.06 0.04 -0.3365
F 3.460350 -1.627645 4.170205 0.00 -0.01 -0.06 -0.3261
C 3.424280 2.399033 -2.567143 0.04 0.03 0.00 -0.2299
C 2.653617 2.333052 -3.727801 0.00 0.01 -0.03 -0.2911
C 1.413969 1.721234 -3.668234 0.06 0.03 0.07 -0.2551
C 0.964669 1.164326 -2.460058 -0.06 0.05 0.02 -0.0892
C 1.700440 1.222691 -1.259812 -0.11 -0.38 -0.14 -0.3625
C 2.940476 1.882871 -1.374375 -0.10 -0.02 0.02 -0.2699
C -0.344421 0.471057 -2.453735 -0.10 -0.24 -0.15 0.2345
C -0.754746 -0.283112 -3.606815 0.01 0.08 0.18 -0.2397
C -1.925778 -0.969032 -3.594235 0.02 -0.03 -0.03 -0.1963
C -2.750093 -0.921318 -2.441661 -0.04 -0.01 -0.05 -0.0412
C -3.993521 -1.584722 -2.333053 0.01 0.00 0.00 -0.2265
C -4.740291 -1.472340 -1.192680 -0.02 0.00 0.03 -0.2369
C -4.272766 -0.693130 -0.110114 0.05 0.01 -0.01 -0.2292
C -3.069455 -0.049521 -0.186421 0.00 -0.07 -0.04 -0.1577
C -2.277888 -0.154969 -1.357783 0.05 0.18 0.13 0.1309
N -1.094231 0.514876 -1.376191 0.06 0.01 -0.09 -0.4108
H 4.403904 2.870983 -2.601796 -0.01 0.01 0.01 0.1756
H 3.009163 2.769837 -4.655855 0.00 0.00 0.00 0.1777
H 0.788919 1.710947 -4.557796 -0.02 -0.03 -0.01 0.1774
H 3.541130 2.008931 -0.476590 0.03 -0.03 0.00 0.1947
H -0.090092 -0.328049 -4.458510 -0.01 -0.01 -0.02 0.2078
H -2.231267 -1.569946 -4.445844 -0.01 0.01 0.00 0.1890
H -4.340125 -2.186243 -3.167733 -0.01 0.00 0.00 0.1886
H -5.690392 -1.987461 -1.107663 0.00 0.00 -0.02 0.1915
H -4.865624 -0.622357 0.793522 0.01 0.00 0.01 0.2034
H -2.667016 0.535691 0.631040 -0.01 -0.03 0.03 0.2487
C 1.384789 2.744884 1.908155 -0.19 -0.21 0.32 -1.3093
H 1.347232 3.614896 1.240775 0.03 0.00 -0.02 0.1619
H 2.416989 2.622339 2.268308 0.04 0.05 -0.06 0.1606
H 0.761010 2.949016 2.788557 -0.02 0.06 0.00 0.1661
```
Forces are in eV/Å.

## Properties
multiplicity	1
net charge	-2
energy relative to the best compared isomer or geometry (same formula, charge and spin)	16.8	kcal/mol


4.
The following is a quantum chemistry calculation of the molecule C2H2Cl2O2 at a distorted geometry, from the OMol25 dataset.

```
8
Properties=species:S:1:pos:R:3:forces:R:3:nbo_charge:R:1
C 0.408340 0.139351 -0.127197 -1.84 2.98 2.11 -0.1543
C -0.850181 0.081223 0.834759 2.29 -0.31 -1.73 -0.1735
O 0.347929 -0.798816 -1.163368 -0.71 -0.21 -0.89 -0.1292
O 1.386247 -0.556950 -1.906087 0.41 -0.41 -0.77 -0.1513
Cl -1.371825 -1.459607 1.211553 -0.49 -0.51 0.44 0.0924
Cl -1.709102 1.453291 1.314416 0.10 -0.08 -0.11 0.0912
H 0.431141 1.223149 -0.495917 0.07 -1.62 0.07 0.2141
H 1.357452 -0.081641 0.331841 0.18 0.16 0.88 0.2107
```
Forces are in eV/Å.

## Properties
multiplicity	1
energy relative to the best compared isomer or geometry (same formula, charge and spin)	156.0	kcal/mol


Result set for energy: -125750.570; -26763.190; -72019.848; -31240.240 eV, one per record in the order listed.